# C5H5N

The molecule C5H5N (ωB97M-V with the def2-TZVPD basis set, OMol25).

Geometry as XYZ:
```
11
Properties=species:S:1:pos:R:3:mulliken_charge:R:1
C -0.274 1.004 -0.053 -0.30
C -1.299 -0.030 -0.173 -0.22
C -0.987 -1.495 -0.224 -0.45
N 0.372 -1.758 -0.191 -0.42
C 1.266 -0.800 -0.087 0.03
C 1.009 0.593 0.090 -0.39
H -0.605 2.030 0.093 0.37
H -2.283 0.253 -0.561 0.40
H -1.325 0.042 0.957 0.24
H 2.309 -1.124 -0.142 0.38
H 1.817 1.284 0.292 0.35
```

Computed properties:
Maximum force   1.2 eV Å⁻¹
ΔE to the lowest compared entry with this formula, charge and spin   103.3 kcal/mol
Net charge   0
Gap between HOMO and LUMO (alpha / beta)   7.12 / 7.12 eV